63
Properties=species:S:1:pos:R:3:forces:R:3 method="wB97M-V/def2-TZVPD" e_above_lowest_kj_mol=42.4 charge=-1 spin_multiplicity=1 homo_lumo_gap_ev=6.73 lumo_energy_ev=2.4
Ti 0.112 -0.299 -1.508 0.08 1.01 1.25
C 3.563 3.108 3.875 -0.23 0.06 -0.12
C 2.706 2.252 2.963 -0.19 0.03 -0.48
C 1.696 1.427 3.461 0.45 0.08 0.25
C 0.890 0.681 2.630 -0.22 0.11 0.11
C 0.997 0.726 1.224 -0.05 -0.35 0.64
N 0.099 0.017 0.458 0.40 -0.03 -0.87
C -0.882 -0.826 0.994 -0.67 0.04 0.12
C -0.575 -1.882 1.845 0.19 -0.38 -0.08
C -1.543 -2.738 2.325 -0.19 -0.15 0.29
C -2.892 -2.585 2.009 -0.04 0.02 -0.02
C -3.956 -3.530 2.562 -0.12 0.25 -0.37
C -3.217 -1.529 1.156 0.01 -0.55 0.40
C -2.238 -0.691 0.631 -0.68 0.56 0.15
C -2.592 0.430 -0.359 0.16 -0.08 0.12
O -1.641 0.411 -1.335 -0.23 0.34 -0.75
C -4.005 0.278 -1.052 -0.28 -0.07 -0.09
F -4.277 -0.989 -1.363 0.22 -0.11 -0.29
F -5.051 0.688 -0.290 0.27 0.06 0.39
F -4.091 1.000 -2.178 0.37 -0.14 0.12
C -2.631 1.813 0.394 0.45 0.30 0.30
F -1.400 2.259 0.719 -0.64 -0.13 -0.34
F -3.306 1.732 1.550 -0.19 -0.36 0.30
F -3.251 2.785 -0.300 0.34 -0.09 -0.34
C 2.002 1.576 0.709 0.09 0.28 -0.21
C 2.811 2.314 1.566 -0.13 -0.15 1.05
C 2.169 1.786 -0.795 -0.15 -0.31 -0.15
O 1.709 0.711 -1.494 -0.18 -0.12 -0.85
C 3.684 1.942 -1.217 0.08 -0.14 0.01
F 3.880 1.727 -2.535 -0.33 -0.25 0.30
F 4.173 3.172 -0.995 0.00 0.34 0.28
F 4.476 1.077 -0.554 -0.41 0.23 -0.31
C 1.343 3.048 -1.258 0.10 0.25 0.29
F 1.351 4.031 -0.351 0.11 0.18 0.49
F 0.059 2.733 -1.462 0.37 -0.12 -0.12
F 1.819 3.610 -2.374 0.05 -0.27 -0.57
H 3.696 2.645 4.855 -0.01 -0.06 -0.08
H 4.554 3.297 3.454 -0.09 -0.06 -0.03
H 3.092 4.086 4.052 0.09 -0.15 -0.06
H 1.557 1.346 4.542 -0.01 0.04 -0.23
H 0.109 0.079 3.088 0.19 0.12 -0.17
H 0.459 -2.070 2.087 0.16 0.09 0.06
H -1.228 -3.535 2.990 -0.05 -0.10 -0.04
H -3.953 -3.543 3.654 0.08 0.03 -0.01
H -4.965 -3.206 2.244 0.48 -0.17 0.09
H -3.811 -4.571 2.225 0.02 0.40 0.03
H -4.270 -1.408 0.914 0.28 0.17 -0.08
H 3.551 2.982 1.159 0.11 0.07 -0.14
N 2.658 -1.967 -0.338 1.13 1.06 0.84
C 1.589 -1.874 -0.955 -0.79 -1.11 -0.51
H 3.150 -2.847 -0.183 -0.51 -0.07 -0.33
N 1.853 -0.991 -4.008 -0.10 -0.02 0.34
C 0.571 -0.804 -4.385 0.18 0.55 -0.51
N -0.069 -1.810 -5.015 0.37 -0.01 0.11
S -0.149 0.720 -4.161 -0.06 -0.61 0.28
H 2.232 -1.920 -3.873 -0.21 0.00 -0.01
H 2.277 -0.255 -3.440 -0.17 -0.15 -0.21
H 0.266 -2.744 -4.839 0.03 -0.17 0.03
H -1.066 -1.724 -5.123 0.05 0.18 0.18
N -1.923 -2.702 -2.342 -1.69 0.79 -0.68
C -0.811 -2.249 -2.051 1.40 -0.65 0.30
H -2.087 -3.689 -2.482 0.40 -0.35 0.23
Se 0.729 -3.512 -1.722 -0.09 -0.17 -0.28